No. 1
Density functional theory data (the ωB97M-V functional and the def2-TZVPD basis) for C40H65CsGeN7P3SSe as an isolated structure.

Last column: Mulliken charge in e.
Atoms and positions in Å:
Cs -1.90236 -0.01038 -1.41479  2.181
C 1.70047 -3.95941 -2.57958  -1.483
C 1.90578 -2.72899 -3.46827  0.223
C 3.37941 -2.55857 -3.83024  -1.703
P 1.06068 -1.26160 -2.69635  -0.027
C 2.17510 -0.97248 -1.21920  -1.000
N 1.95361 0.20385 -0.39594  0.677
Ge 0.56008 0.37460 1.00763  0.556
N 0.65016 2.65209 1.29815  -0.130
C -0.23570 3.60122 0.65632  -1.932
P -1.95754 2.96375 0.31990  0.289
C -2.68006 4.27514 -0.79105  0.618
C -2.08147 5.67783 -0.67176  -1.710
C -2.61892 3.80376 -2.24672  -1.224
C -2.93556 3.15897 1.88250  0.293
C -3.07652 4.56517 2.45658  -1.474
C -2.43520 2.17615 2.94336  -0.947
C 1.06882 2.89876 2.55307  0.439
C 0.70022 3.94137 3.43402  -0.816
C 1.18126 3.98652 4.73505  -0.681
C 2.04059 3.01831 5.23047  -1.410
C 2.46430 2.00217 4.37095  0.092
C 2.01173 1.96705 3.07430  0.150
N 2.43971 1.01026 2.07549  1.225
C 3.20853 1.64094 1.00152  0.394
C 4.13195 2.63364 1.23289  -0.252
C 4.92527 3.09598 0.18449  -1.186
C 4.77643 2.53435 -1.07276  -0.932
C 3.81762 1.55500 -1.30917  -0.120
C 2.98833 1.10728 -0.27735  -0.281
C 3.11704 -0.17250 2.57875  -0.918
C 4.43197 -0.15280 2.98853  0.285
C 5.03217 -1.30012 3.50090  -1.133
C 4.27673 -2.45865 3.59289  -0.832
C 2.95854 -2.49518 3.16215  -0.924
C 2.34334 -1.35125 2.61415  0.455
N 1.08725 -1.28063 2.10634  0.042
C 0.34283 -2.51270 2.02415  -2.385
P -0.97559 -2.53414 0.71372  0.765
C -1.18221 -4.38763 0.58847  0.589
C -2.00576 -4.79058 -0.63964  -1.552
C -1.63694 -5.15402 1.82894  -1.760
C -2.53168 -1.85270 1.50281  2.689
C -2.62549 -1.99492 3.02011  -1.635
C -3.78981 -2.36058 0.78812  -1.445
C 1.49978 0.11966 -3.86746  1.256
C 0.80317 1.40992 -3.41476  -1.373
C 1.09257 -0.22631 -5.29841  -1.656
H 2.00330 -4.86903 -3.10508  0.555
H 0.65436 -4.06535 -2.28403  0.156
H 2.30082 -3.89117 -1.66964  0.292
H 1.33666 -2.89273 -4.38923  0.596
H 4.00051 -2.47428 -2.93697  0.288
H 3.55497 -1.67454 -4.44461  0.315
H 3.73370 -3.42883 -4.39045  0.486
H 3.21683 -0.97795 -1.55342  0.929
H 2.04178 -1.87453 -0.60394  -0.329
H 0.15325 3.82764 -0.34690  0.335
H -0.26996 4.56242 1.17724  0.655
H -3.73586 4.30340 -0.50112  0.534
H -1.05792 5.69659 -1.05282  0.325
H -2.05745 6.04355 0.35430  0.318
H -2.66372 6.38602 -1.26868  0.449
H -1.58069 3.65028 -2.56424  0.198
H -3.04774 4.56447 -2.90664  0.455
H -3.18425 2.88024 -2.40507  0.063
H -3.92693 2.82224 1.55377  0.489
H -2.10725 4.98793 2.72875  0.168
H -3.68469 4.53683 3.36574  0.471
H -3.56403 5.24302 1.75552  0.325
H -1.45616 2.46638 3.32842  0.068
H -2.34613 1.16555 2.53963  -0.348
H -3.13044 2.14771 3.78738  0.576
H 0.01502 4.71073 3.10894  0.148
H 0.85896 4.79682 5.38011  0.404
H 2.39016 3.05085 6.25355  0.375
H 3.15442 1.24572 4.72098  0.511
H 4.23464 3.04425 2.23068  0.584
H 5.65273 3.87840 0.35684  0.402
H 5.39675 2.87509 -1.89358  0.419
H 3.69033 1.16018 -2.30855  0.209
H 4.99695 0.76710 2.90584  0.496
H 6.06463 -1.27976 3.82304  0.412
H 4.71983 -3.35899 4.00359  0.385
H 2.39902 -3.41600 3.25272  0.480
H -0.05647 -2.82899 2.99849  0.699
H 0.99983 -3.33088 1.68671  0.622
H -0.14725 -4.68279 0.37462  0.375
H -3.07464 -4.67399 -0.45627  0.363
H -1.82636 -5.84080 -0.88718  0.503
H -1.74294 -4.18477 -1.51077  0.146
H -2.68084 -4.93928 2.06272  0.226
H -1.03692 -4.90722 2.70556  0.325
H -1.55405 -6.23218 1.66031  0.454
H -2.45167 -0.77499 1.31093  -1.378
H -2.59953 -3.03807 3.33848  0.293
H -3.56380 -1.55864 3.37455  0.473
H -1.80889 -1.46561 3.51391  0.355
H -4.02895 -3.37673 1.11066  0.264
H -3.69806 -2.35815 -0.30280  0.121
H -4.64444 -1.72472 1.03008  0.446
H 2.58196 0.28263 -3.83536  -0.041
H -0.28526 1.33509 -3.51412  0.137
H 1.11660 2.24676 -4.04440  0.545
H 1.04409 1.64614 -2.37574  0.214
H 0.04283 -0.52663 -5.34334  0.168
H 1.69130 -1.03783 -5.71540  0.375
H 1.21945 0.64658 -5.94445  0.453
N -4.55507 -1.62598 -2.63797  -0.316
N -4.27592 -2.72537 -3.49344  -0.245
C -3.37883 -2.62814 -4.48069  0.441
N -2.96410 -3.83075 -4.99670  -0.473
S -2.76071 -1.18147 -5.04463  -0.399
H -5.56152 -1.53923 -2.51542  0.271
H -4.31940 -0.77335 -3.14887  0.187
H -4.35013 -3.61388 -3.02113  0.245
H -3.58542 -4.62152 -4.92447  0.192
H -2.46090 -3.75139 -5.86378  0.223
Se -5.49497 1.14827 -1.38542  -0.756

Results
E_HOMO (spin up / spin down) (eV): -3.8 / -3.8
2S+1: 2
⟨S²⟩: 0.753
Net charge: -1
LUMO (spin up / spin down) (eV): 1.5 / 1.5

***

No. 2
Density functional theory data (the ωB97M-V functional and the def2-TZVPD basis) for a 11-piece molecular cluster, C79H172N8O11 overall.

Last column: Mulliken charge in e.
Atoms and positions in Å:
C -11.05527 -33.79000 -9.62846  -1.922
C -9.69722 -34.35260 -9.96050  1.775
C -9.18572 -35.03805 -8.66665  -1.712
C -9.92091 -35.34036 -11.02498  -1.598
C -8.77813 -35.86473 -11.75109  -0.755
C -7.99621 -34.65747 -12.31959  -1.504
C -7.57056 -33.61498 -11.21730  2.286
C -6.38010 -34.14245 -10.39393  -1.682
C -7.15578 -32.37056 -12.00938  -2.353
N -8.75592 -33.26496 -10.38775  0.575
O -8.53156 -32.28933 -9.37425  -0.510
H -10.91170 -33.00208 -8.88908  0.352
H -11.56590 -33.34823 -10.48415  0.418
H -11.82961 -34.44541 -9.22979  0.385
H -8.17766 -35.43494 -8.78657  0.260
H -9.11917 -34.24332 -7.92364  0.549
H -9.87911 -35.76844 -8.24971  0.429
H -10.66200 -36.09709 -10.76759  0.514
H -10.33453 -34.88131 -11.92293  0.329
H -8.12653 -36.47375 -11.12451  0.329
H -9.19297 -36.49867 -12.53474  0.434
H -8.59329 -34.24751 -13.13416  0.444
H -7.14500 -35.06549 -12.86463  0.428
H -6.25619 -33.64655 -9.43120  0.157
H -5.50225 -34.10977 -11.03922  0.423
H -6.47217 -35.22227 -10.27731  0.378
H -6.80600 -31.51612 -11.42999  0.008
H -8.01028 -31.92705 -12.52049  0.581
H -6.42107 -32.58300 -12.78602  0.561
H -8.33086 -32.84895 -8.62048  0.304
C -2.67015 -26.96704 -3.44093  -2.113
C -2.44554 -26.49227 -4.88095  1.658
C -1.04136 -27.01231 -5.26989  -1.869
C -3.53903 -27.23116 -5.73598  -1.616
C -3.64191 -26.64730 -7.14475  1.165
C -3.81684 -25.10671 -7.04762  -0.747
C -2.80602 -24.30802 -6.14663  1.883
C -1.52801 -24.02582 -6.98927  -1.296
C -3.41947 -22.98666 -5.68904  -1.523
N -2.56708 -25.02238 -4.85302  0.625
O -1.70752 -24.44174 -3.96157  -0.530
H -1.82101 -26.57105 -2.88392  0.506
H -3.57164 -26.67128 -2.90433  0.398
H -2.65361 -28.05009 -3.31922  0.403
H -0.92877 -28.08783 -5.13324  0.441
H -0.73651 -26.72616 -6.27651  0.232
H -0.37028 -26.49724 -4.58255  0.541
H -3.24230 -28.27564 -5.83147  0.322
H -4.52730 -27.23624 -5.27618  0.490
H -2.77716 -26.89336 -7.76101  -0.478
H -4.57144 -27.05721 -7.53977  0.115
H -4.78252 -24.96126 -6.56348  0.653
H -3.76762 -24.63992 -8.03137  -0.547
H -0.77175 -23.41717 -6.49359  0.477
H -1.85797 -23.58294 -7.92901  -0.082
H -1.04930 -24.97066 -7.24656  0.121
H -3.66465 -22.31580 -6.51240  -0.444
H -2.74978 -22.41265 -5.04863  0.539
H -4.29395 -23.24872 -5.09348  0.580
H -2.23286 -24.13597 -3.21851  0.352
C -3.62454 -21.88430 -10.59740  0.387
C -2.55938 -20.71067 -10.57469  1.901
C -1.32336 -21.15992 -9.68164  -1.928
C -2.09812 -20.54133 -12.07437  -1.036
C -3.02812 -19.77175 -13.06781  -0.840
C -3.30714 -18.45866 -12.45213  -1.400
C -3.81618 -18.43981 -10.99581  1.910
C -3.75807 -17.01031 -10.39648  -1.995
C -5.29674 -18.85224 -10.93660  -1.753
N -3.00073 -19.38338 -10.14541  0.349
O -3.34698 -19.32312 -8.82168  -0.492
H -4.08088 -22.15737 -11.54887  0.420
H -3.09799 -22.74186 -10.17857  -0.198
H -4.49390 -21.66857 -9.97628  -0.895
H -0.84110 -22.06167 -10.05898  0.320
H -0.46305 -20.50633 -9.82586  0.501
H -1.58148 -21.35719 -8.64118  0.335
H -1.03867 -20.29213 -12.13410  0.676
H -1.92505 -21.48958 -12.58325  -0.235
H -2.63446 -19.66766 -14.07890  0.559
H -3.96124 -20.30324 -13.25462  0.226
H -4.08000 -17.87334 -12.95032  0.500
H -2.36607 -17.90997 -12.48972  0.308
H -2.76944 -16.81894 -9.97924  0.469
H -4.44835 -16.71179 -9.60749  0.326
H -3.80945 -16.26525 -11.19041  0.426
H -5.51869 -19.14244 -9.90964  0.343
H -5.48457 -19.70149 -11.59356  0.219
H -5.89970 -18.00247 -11.25664  0.624
H -4.21752 -19.72719 -8.84428  0.056
C -4.92517 -22.40102 -17.77202  -2.145
C -5.46282 -23.77385 -18.14596  1.819
C -5.77226 -23.82900 -19.62826  -1.867
C -4.35539 -24.84302 -17.87161  -0.849
C -4.87283 -26.28009 -17.85063  -0.770
C -6.13076 -26.43414 -17.02260  -0.056
C -7.27820 -25.39435 -17.23345  2.729
C -8.09238 -25.81119 -18.45132  -2.162
C -8.16919 -25.37940 -16.01981  -2.587
N -6.69368 -24.02522 -17.29029  0.570
O -7.72309 -22.99187 -17.42466  -0.504
H -3.94607 -22.32300 -18.24465  0.392
H -5.50239 -21.61551 -18.25973  0.416
H -4.86820 -22.20446 -16.70140  0.441
H -6.07327 -24.82712 -19.94644  0.320
H -6.63082 -23.16688 -19.74037  0.401
H -4.98621 -23.59994 -20.34782  0.416
H -3.55808 -24.82408 -18.61460  0.727
H -3.86103 -24.75473 -16.90418  -0.333
H -5.04319 -26.64204 -18.86456  0.453
H -4.11715 -26.91129 -17.38305  0.364
H -5.82760 -26.40412 -15.97603  -1.270
H -6.53343 -27.44688 -17.04008  0.582
H -8.92384 -26.45450 -18.16334  0.495
H -7.53194 -26.38918 -19.18612  0.363
H -8.58428 -24.95945 -18.92110  0.392
H -7.55930 -25.06449 -15.17306  0.364
H -8.44977 -26.37946 -15.68930  0.551
H -9.04311 -24.73348 -16.10440  0.520
H -7.87646 -22.78037 -16.50089  0.322
C 0.05363 -30.89974 -9.59010  -1.930
C -1.14760 -29.95136 -9.87756  1.918
C -0.60004 -28.49962 -10.13075  -1.752
C -1.92015 -30.36330 -11.17057  -0.705
C -2.63884 -31.68558 -10.97704  -1.255
C -3.57842 -31.49259 -9.81572  -0.179
C -2.92078 -31.08403 -8.47310  1.672
C -4.12852 -30.66329 -7.55743  -1.554
C -2.18210 -32.24898 -7.83749  -1.930
N -2.11475 -29.86810 -8.78432  1.540
O -1.53569 -29.39432 -7.64858  -0.450
H 0.82447 -30.79736 -10.35392  0.451
H 0.48735 -30.59590 -8.63739  0.366
H -0.16104 -31.96731 -9.63819  0.330
H -1.30829 -27.67880 -10.01780  -0.188
H 0.17007 -28.33651 -9.37681  0.476
H -0.28204 -28.38735 -11.16726  0.500
H -2.63825 -29.59957 -11.46915  -0.551
H -1.19098 -30.43978 -11.97714  0.717
H -3.26635 -31.97005 -11.82167  0.317
H -1.98284 -32.55097 -10.88289  0.573
H -4.19193 -32.36324 -9.58400  0.142
H -4.25670 -30.70420 -10.14202  -0.610
H -3.72214 -30.47496 -6.56371  0.426
H -4.95535 -31.36876 -7.47512  0.373
H -4.47550 -29.70913 -7.95403  0.054
H -1.44152 -31.70634 -7.24996  0.331
H -1.73087 -32.94803 -8.54164  0.297
H -2.84445 -32.85422 -7.21857  0.534
H -1.99447 -28.55133 -7.62611  -0.257
C 0.10005 -26.66789 -16.51858  -1.411
C 0.84871 -25.68713 -15.45640  1.495
C 2.44738 -25.96596 -15.42571  -1.892
C 0.61173 -24.23191 -15.91406  -1.737
C -0.78310 -23.68603 -15.83951  -0.183
C -1.15079 -23.80054 -14.36951  -1.576
C -1.04749 -25.23480 -13.71380  2.451
C -1.04326 -24.97950 -12.10228  -1.408
C -2.31238 -26.01923 -14.17936  -0.297
N 0.26076 -25.90654 -14.10488  0.088
O 0.49047 -27.17651 -13.53323  -0.386
H 0.13975 -27.71737 -16.22681  0.419
H -0.93204 -26.43856 -16.78372  0.118
H 0.60142 -26.54978 -17.47919  0.463
H 2.87082 -25.78871 -16.41435  0.430
H 2.99052 -25.22683 -14.83681  0.435
H 2.72991 -27.00729 -15.27104  0.355
H 1.31700 -23.61397 -15.35832  0.425
H 1.04554 -24.23222 -16.91400  0.599
H -0.86515 -22.67174 -16.23012  0.513
H -1.45038 -24.22527 -16.51187  -0.348
H -2.17491 -23.43455 -14.29656  0.601
H -0.46214 -23.16990 -13.80722  0.385
H -1.91628 -24.43498 -11.74250  0.226
H -0.19206 -24.35779 -11.82472  0.650
H -0.91657 -25.92621 -11.57715  -0.239
H -2.49353 -25.87087 -15.24392  -0.431
H -3.19568 -25.77559 -13.58902  -0.590
H -2.23556 -27.09115 -13.99712  0.431
H -0.06759 -27.76863 -14.04271  0.362
C -12.37317 -21.66868 -5.67549  -2.355
C -11.84227 -22.53882 -6.79220  2.018
C -10.49650 -21.95168 -7.28222  -1.555
C -11.62842 -23.92629 -6.18912  -1.749
C -11.42686 -25.01288 -7.21304  0.641
C -12.67352 -25.14417 -8.13426  -1.262
C -12.99386 -23.77567 -8.82405  1.518
C -12.02857 -23.60869 -9.95710  -1.453
C -14.43705 -23.95555 -9.39147  -1.966
N -12.93868 -22.65936 -7.80670  0.356
O -13.37080 -21.45024 -8.35861  -0.470
H -12.43882 -20.64028 -6.03069  0.565
H -13.33130 -22.02586 -5.29795  0.476
H -11.71740 -21.76068 -4.80969  0.382
H -10.42434 -20.91272 -6.96053  0.345
H -9.62997 -22.47712 -6.88080  0.186
H -10.31954 -21.98030 -8.35737  0.367
H -10.72923 -23.90504 -5.57339  0.525
H -12.41321 -24.25523 -5.50794  0.410
H -10.57758 -24.93574 -7.89191  -0.600
H -11.46833 -26.03405 -6.83409  0.490
H -13.46844 -25.54741 -7.50690  0.464
H -12.45403 -25.83600 -8.94746  0.250
H -10.99235 -23.45180 -9.65756  -0.036
H -12.25651 -22.70303 -10.51916  0.432
H -12.07872 -24.42432 -10.67845  0.471
H -14.72562 -23.25950 -10.17909  0.333
H -15.06097 -23.66323 -8.54686  0.497
H -14.79252 -24.96807 -9.58270  0.348
H -13.94829 -21.24657 -7.61927  0.391
C -6.20446 -27.22035 -13.33011  -0.791
C -6.23289 -27.33365 -11.80318  2.129
C -6.30935 -28.85912 -11.36737  -2.212
C -4.93864 -26.85138 -11.08195  -0.745
C -4.88492 -25.36487 -10.93282  -0.023
C -6.14481 -24.76791 -10.26125  -0.888
C -7.47175 -25.17369 -10.90105  2.658
C -8.58621 -25.00908 -9.80324  -2.525
C -7.66230 -24.40096 -12.22446  -2.126
N -7.36874 -26.65910 -11.11886  0.922
O -8.61405 -27.15790 -11.54312  -0.381
H -5.68613 -26.35419 -13.74146  0.098
H -5.64806 -28.05459 -13.75738  -0.734
H -7.20207 -27.17197 -13.76662  0.200
H -7.17663 -29.25568 -11.89525  1.075
H -5.44002 -29.44747 -11.66103  -0.161
H -6.50605 -29.02790 -10.30863  0.609
H -4.95711 -27.28913 -10.08389  -0.256
H -4.08214 -27.22591 -11.64254  0.424
H -3.96861 -25.10490 -10.40281  0.024
H -4.74322 -24.87792 -11.89765  0.056
H -6.10007 -23.68570 -10.13912  -0.139
H -6.14388 -25.11942 -9.22948  0.166
H -9.55618 -25.31304 -10.19680  0.499
H -8.71703 -23.95833 -9.54458  0.060
H -8.29180 -25.64659 -8.96958  0.549
H -7.73845 -23.32500 -12.06760  0.561
H -8.59078 -24.72184 -12.69677  0.447
H -6.85223 -24.63493 -12.91520  0.139
H -8.70007 -27.94184 -10.99572  0.384
C -5.27757 -30.24432 -16.98480  -1.849
C -4.35242 -29.79337 -15.88123  2.321
C -4.44761 -30.60651 -14.58264  -0.897
O -3.02543 -29.94629 -16.33376  -0.653
H -6.30323 -30.42884 -16.66534  0.364
H -4.83133 -31.17983 -17.32215  0.508
H -5.32044 -29.57056 -17.84055  0.390
H -4.50196 -28.71685 -15.79850  -1.201
H -4.38632 -31.68471 -14.73040  0.569
H -5.42586 -30.40404 -14.14660  0.109
H -3.64737 -30.24444 -13.93718  0.028
H -2.94555 -29.71500 -17.26204  0.369
C -6.65518 -21.95791 -7.78804  1.241
C -6.02002 -20.81123 -6.88667  -0.577
O -6.49648 -19.58331 -7.40159  -0.507
H -6.14177 -22.89243 -7.56182  -0.089
H -6.41703 -21.59538 -8.78801  -0.140
H -7.74095 -22.01374 -7.70998  -0.593
H -4.96061 -20.86017 -7.13834  0.029
H -6.29244 -20.99563 -5.84749  0.446
H -7.36344 -19.40289 -7.03088  0.346
C -11.40958 -28.42668 -10.30227  -1.245
C -10.64320 -29.77880 -10.29715  -0.006
O -9.22399 -29.64862 -10.28707  -0.406
H -10.94822 -27.66544 -9.67319  0.105
H -12.46596 -28.49854 -10.04342  0.492
H -11.29109 -28.06441 -11.32345  0.290
H -10.98011 -30.40057 -11.12662  0.263
H -10.80861 -30.23921 -9.32311  0.292
H -8.85779 -30.50929 -10.07084  0.041

Results
E_HOMO (eV): -7.8
SMILES string: CC1(C)CCCC(C)(C)N1O.CC1(C)CCCC(C)(C)N1O.CC1(C)CCCC(C)(C)N1O.CC1(C)CCCC(C)(C)N1O.CC1(C)CCCC(C)(C)N1O.CC1(C)CCCC(C)(C)N1O.CC1(C)CCCC(C)(C)N1O.CC1(C)CCCC(C)(C)N1O.CC(C)O.CCO.CCO
Net charge: 0
LUMO (eV): 0.4

***

| no. | total energy (eV) |
| --- | --- |
| 1 | -214079.72645 |
| 2 | -119142.74579 |